47
Properties=species:S:1:pos:R:3:forces:R:3:lowdin_charge:R:1 method="wB97M-V/def2-TZVPD" e_above_lowest_kj_mol=64.3 total_charge=0
Ag 0.270655 -0.228128 0.030288 1.1 -0.8 0.7 0.77
C 2.953917 -0.969015 1.772975 0.2 -0.1 -0.3 -0.36
O 1.726154 -1.528682 1.450264 -0.6 0.4 0.0 -0.46
H 3.608273 -1.631495 2.366721 0.0 -0.4 -0.3 0.05
H 3.483642 -0.703833 0.844620 0.4 0.1 0.1 0.04
H 2.994482 -0.064310 2.411325 -0.7 0.3 -0.2 0.05
C -1.808431 3.512091 -0.692513 0.5 0.9 0.4 -0.06
C -0.824406 2.365416 -0.558944 -0.1 -0.5 0.5 -0.43
C 0.604441 2.746486 -0.967907 -0.3 -0.8 -1.7 -0.18
O 1.450681 1.602766 -0.889792 -0.5 0.4 1.0 -0.27
C 2.790088 1.854743 -1.189898 0.9 0.5 0.2 -0.10
N -0.781476 1.870658 0.832462 0.0 0.8 0.5 0.01
H -1.549165 4.205494 0.117857 -0.1 0.1 0.0 0.08
H -2.847671 3.239248 -0.520744 0.0 -0.3 -0.2 0.08
H -1.707924 4.116729 -1.596228 -0.1 -0.4 -0.2 0.08
H -1.116039 1.487994 -1.145298 0.0 0.3 -0.4 0.12
H 1.007195 3.638174 -0.479619 0.0 -0.2 0.4 0.14
H 0.560397 2.927538 -2.052317 -0.1 0.7 0.1 0.13
H 2.916511 2.103894 -2.249716 0.1 -0.2 0.0 0.10
H 3.415941 1.017791 -0.883005 -0.4 -0.4 -0.4 0.08
H 3.205240 2.676839 -0.586997 -0.3 0.2 -0.1 0.09
H -0.536407 2.682846 1.403661 0.5 -0.4 0.2 0.10
H -1.687003 1.640672 1.238325 -0.2 -0.1 -0.6 0.08
C -0.374022 0.332532 4.165503 0.4 -1.0 0.2 -0.68
O -1.123688 1.275791 4.421285 0.5 -0.2 -0.2 -0.01
N -0.406265 -0.360583 2.988559 -0.9 0.6 0.4 0.13
N 0.537857 -0.172107 5.058882 -0.2 0.7 0.6 0.15
H 0.342608 -0.960994 2.617417 0.4 0.2 0.0 0.04
H -0.868281 0.256499 2.347728 0.0 -0.5 -0.6 0.02
H 0.724975 0.379623 5.877450 -0.1 -0.2 0.0 0.09
H 1.066772 -1.006569 4.902646 0.1 0.0 -0.3 0.09
C 0.901647 -2.362749 -2.529271 -0.8 0.9 1.2 -0.67
O 1.045913 -1.145025 -2.499703 0.1 -0.4 -0.6 -0.01
N 1.128257 -3.130219 -1.427537 0.5 -0.2 0.0 0.17
N 0.269163 -3.030720 -3.556965 0.0 -0.6 0.2 0.13
H 1.138448 -4.131954 -1.447760 -0.1 -0.1 -0.1 0.10
H 1.519427 -2.706917 -0.588457 0.0 0.3 0.0 0.08
H -0.025979 -2.606275 -4.414130 0.4 0.3 0.0 0.10
H 0.273139 -4.031707 -3.497322 -0.1 -0.1 -0.3 0.09
C -2.565875 -1.787869 -1.168126 -0.4 0.5 0.7 -0.63
O -1.510642 -1.437205 -0.650736 -0.8 -0.6 -0.3 -0.04
N -2.650220 -2.502071 -2.317284 0.1 0.0 0.1 0.17
N -3.789015 -1.490542 -0.596603 0.8 0.0 -0.2 0.16
H -1.787358 -2.692964 -2.806863 -0.1 0.1 -0.1 0.07
H -3.527061 -2.475182 -2.799447 0.0 -0.3 -0.3 0.10
H -4.652769 -1.656349 -1.070313 -0.2 -0.2 0.1 0.09
H -3.796124 -1.120357 0.335527 0.0 0.1 0.0 0.10

---

45
Properties=species:S:1:pos:R:3:forces:R:3:lowdin_charge:R:1 method="wB97M-V/def2-TZVPD" total_charge=-1
C -0.197584 -1.980208 -0.255046 -0.2 0.1 -0.7 -0.28
Al -1.084116 -2.324333 -2.080400 0.7 -0.2 0.3 0.14
C 0.463172 -2.470104 -3.400286 -0.5 0.0 0.6 -0.28
H 0.889192 -1.916489 -0.373874 0.0 0.0 0.0 -0.03
H -0.555090 -1.004912 0.091587 0.0 -0.1 0.4 -0.04
H -0.414923 -2.772871 0.464491 0.0 0.1 0.2 -0.04
H -1.885865 -3.749791 -1.941837 -0.2 0.0 -0.1 -0.13
H -2.114914 -1.108755 -2.446722 -0.1 0.1 0.0 -0.12
H 0.914831 -3.451837 -3.229789 0.0 -0.1 -0.3 -0.03
H 1.200529 -1.723037 -3.091285 0.1 0.1 -0.3 -0.04
H 0.168574 -2.336496 -4.441792 0.2 -0.1 -0.1 -0.04
C 6.723319 2.000573 -1.766732 0.1 -0.1 0.0 -0.11
O 6.263284 2.049705 -0.405530 -1.5 1.1 -1.9 -0.22
P 4.749679 1.535164 -0.078954 0.6 -3.1 3.8 0.43
O 4.509296 2.000356 1.293903 -0.1 0.6 -0.1 -0.25
O 5.106117 -0.039333 -0.181186 -0.3 -0.1 -0.1 -0.24
C 6.005688 -0.595766 0.769998 0.2 0.0 -0.1 -0.11
O 3.386504 1.355322 -0.854723 1.0 1.3 -1.7 -0.22
C 2.150548 1.547271 -0.140748 -0.6 0.3 0.1 -0.07
H 7.794043 2.189016 -1.758932 0.0 0.0 0.1 0.08
H 6.542260 1.016211 -2.204786 0.0 0.0 0.0 0.09
H 6.231537 2.766092 -2.367225 0.0 0.0 0.0 0.08
H 5.978222 -0.046946 1.711463 0.0 0.0 0.0 0.08
H 7.024059 -0.596726 0.373490 0.0 0.0 0.0 0.08
H 5.697536 -1.624747 0.942749 0.0 0.0 0.0 0.09
H 2.049802 2.576998 0.192490 0.1 0.0 0.1 0.09
H 2.086347 0.861346 0.698790 0.2 0.0 0.0 0.10
H 1.340497 1.329104 -0.831916 0.2 -0.1 -0.2 0.09
C -3.699785 -1.707271 0.564323 -0.1 -0.3 0.0 -0.09
O -3.383226 -0.497227 1.303882 -0.7 0.1 -2.5 -0.21
P -4.428688 0.714733 1.269649 -0.3 1.1 4.5 0.44
O -3.704641 1.861033 1.842459 0.2 0.2 -0.5 -0.25
O -5.491685 0.050849 2.306787 -0.4 0.3 -0.1 -0.25
C -5.067828 -0.156400 3.648051 0.1 -0.3 0.0 -0.12
O -5.593746 1.249838 0.319426 0.8 -1.5 -1.4 -0.23
C -5.800061 2.660467 0.250119 0.0 0.3 -0.3 -0.11
H -2.989412 -2.475979 0.850591 0.2 0.2 0.0 0.08
H -4.709067 -2.049578 0.808700 0.0 0.1 0.1 0.08
H -3.611017 -1.530318 -0.506417 0.1 0.0 0.0 0.04
H -4.298827 0.560278 3.937265 0.0 0.0 0.0 0.08
H -4.687011 -1.172474 3.771583 0.1 0.0 0.0 0.08
H -5.939215 -0.030092 4.289266 0.0 0.0 0.0 0.08
H -4.938768 3.167069 -0.178274 0.1 0.0 0.1 0.09
H -6.020756 3.059795 1.237714 0.1 0.0 0.0 0.09
H -6.658809 2.810468 -0.402321 0.0 -0.1 0.0 0.09

---

46
Properties=species:S:1:pos:R:3:forces:R:3:lowdin_charge:R:1 method="wB97M-V/def2-TZVPD" total_charge=+1
K 0.312750 0.853646 -0.022073 0.0 -0.2 -0.1 0.84
C -1.385562 -0.376877 -3.341397 -0.3 -1.6 -0.3 -0.08
C 0.007249 0.152352 -3.648227 -1.2 -0.4 -0.5 -0.30
O 0.247594 1.250241 -2.804078 0.7 0.7 0.3 -0.15
H -2.250646 0.282607 -3.272022 0.7 0.8 0.1 0.09
H -1.413130 -1.009317 -2.454057 0.2 0.2 0.2 0.05
H -1.694257 -1.048903 -4.142135 0.2 -0.2 -0.2 0.08
H 0.045696 0.425521 -4.702746 0.0 0.4 -0.1 0.12
H 0.792351 -0.594812 -3.532187 -0.2 -0.4 0.3 0.11
H 0.888677 1.791937 -3.270100 0.1 0.3 0.2 0.09
C -3.017790 -0.696819 0.402440 1.3 2.1 -1.1 -0.74
O -2.155954 -0.061071 -0.216916 0.3 -0.2 0.1 -0.08
N -3.054164 -0.747257 1.707514 0.6 -0.4 2.9 0.18
N -4.069566 -1.219614 -0.164223 -2.2 -1.7 -2.2 0.19
H -3.752355 -1.320185 2.159610 0.4 0.5 0.4 0.12
H -2.341744 -0.227235 2.199586 -0.4 -0.4 0.2 0.12
H -4.157540 -1.135432 -1.166849 0.0 -0.2 0.2 0.13
H -4.640051 -1.906008 0.308546 0.0 0.3 -0.2 0.12
C -0.703595 4.132796 -0.485707 -4.0 1.4 -2.2 -0.81
O -1.893342 4.366199 -0.634496 -0.8 -0.1 0.5 0.05
N 0.095146 4.194554 -1.510448 3.0 0.0 -2.5 0.18
N -0.180641 3.817495 0.646770 1.7 -1.6 4.3 0.16
H -0.262812 4.544264 -2.387761 0.2 -0.1 0.3 0.14
H 1.075591 4.000616 -1.364812 -0.1 0.3 -0.6 0.11
H 0.812952 3.697822 0.782939 -0.3 0.1 0.3 0.10
H -0.840919 3.691972 1.400681 0.4 0.2 0.1 0.13
C 2.251011 1.748047 3.271047 1.5 1.1 -0.9 -0.83
O 2.094173 1.482929 2.126374 -1.8 -1.2 -4.8 0.00
N 2.119497 0.949961 4.256263 -1.3 -3.7 3.7 0.19
N 2.791796 2.864895 3.650260 1.3 3.9 1.5 0.18
H 2.357415 1.324703 5.163488 -0.4 -1.1 0.1 0.12
H 1.843907 -0.007492 4.090640 0.1 0.3 0.4 0.14
H 2.988298 2.905785 4.640116 0.3 1.1 -0.5 0.12
H 2.979562 3.632638 3.021435 0.0 -0.3 0.3 0.13
C 0.756748 -3.975212 -1.213390 0.1 -0.2 -0.2 -0.04
C 0.712106 -3.096949 0.055478 1.3 -0.8 -0.1 -0.44
C 1.615603 -3.637119 1.173608 -0.2 -1.8 0.4 -0.06
O 1.243217 -1.805291 -0.238836 -0.9 1.0 -0.3 -0.14
H 0.928331 -5.033152 -1.014843 0.2 0.1 0.3 0.08
H 1.546562 -3.619310 -1.874935 0.3 -0.1 0.1 0.08
H -0.121575 -3.977194 -1.858861 -0.4 0.4 0.4 0.08
H -0.331868 -3.038390 0.363350 0.2 0.6 0.3 0.13
H 1.930506 -2.987148 1.989986 -0.5 0.5 -0.3 0.07
H 2.535566 -4.125814 0.852757 0.3 0.5 -0.8 0.08
H 1.163534 -4.516826 1.631708 -0.5 0.1 0.3 0.08
H 2.131675 -1.947555 -0.573498 0.2 0.0 0.0 0.09

---

Number 1: energy -33386.170 eV. Number 2: energy -50275.295 eV. Number 3: energy -44218.685 eV.